A 13-piece molecular cluster, C4H36N3O13 overall at a distorted geometry, computed with ωB97M-V/def2-TZVPD.

Each line ends with the natural charge from an NBO analysis.
Element x y z (Å)
N  -1.655  0.509  0.635  -0.72
C  -0.573  -0.492  0.748  -0.36
C  0.732  0.101  0.230  0.70
N  1.831  -0.601  0.501  -0.60
C  2.004  -1.511  1.668  -0.23
C  1.295  -2.867  1.499  -0.25
N  1.917  -3.554  0.384  -0.88
O  0.670  1.096  -0.493  -0.70
H  -1.997  0.808  1.572  0.49
H  -2.509  0.301  0.106  0.47
H  -1.254  1.340  0.175  0.47
H  -0.818  -1.420  0.208  0.26
H  -0.565  -0.811  1.790  0.27
H  2.712  -0.264  0.132  0.42
H  1.809  -0.960  2.597  0.20
H  3.089  -1.606  1.682  0.23
H  1.354  -3.401  2.448  0.23
H  0.254  -2.959  1.190  0.21
H  2.808  -4.034  0.437  0.38
H  2.069  -3.098  -0.500  0.37
H  4.973  0.126  -1.073  0.49
H  3.843  1.261  -0.933  0.50
O  4.269  0.601  -1.521  -0.99
H  -4.535  -0.475  -1.902  0.49
H  -3.300  -1.239  -1.605  0.50
O  -4.048  -0.829  -1.145  -0.97
H  0.589  -1.632  -2.007  0.47
H  0.134  -1.670  -3.502  0.49
O  0.399  -2.202  -2.753  -0.96
H  3.289  3.197  0.416  0.49
H  2.393  1.888  0.066  0.49
O  3.237  2.244  0.382  -0.97
H  2.984  0.100  -2.536  0.49
H  2.522  -0.771  -3.581  0.47
O  2.165  -0.039  -3.063  -0.99
H  -4.670  -0.960  2.255  0.50
H  -4.677  -0.686  0.701  0.51
O  -4.549  -0.298  1.574  -0.99
H  -0.703  -3.340  -1.287  0.48
H  -1.743  -3.682  -2.242  0.48
O  -1.658  -3.238  -1.392  -0.96
H  -0.254  0.122  4.145  0.48
H  -1.007  1.322  3.607  0.49
O  -1.012  0.355  3.598  -0.96
H  1.264  3.368  0.731  0.46
H  1.848  3.717  2.084  0.47
O  1.238  3.111  1.650  -0.94
H  -3.555  2.763  1.192  0.50
H  -4.020  1.378  1.858  0.52
O  -3.303  2.032  1.756  -1.00
H  -3.102  3.326  -1.547  0.48
H  -1.612  2.971  -1.729  0.51
O  -2.369  2.867  -1.134  -1.00
H  0.733  2.201  -1.999  0.50
H  0.809  2.802  -3.427  0.49
O  0.254  2.733  -2.647  -0.99

* E_LUMO: -2.325 eV
* largest force on an atom: 2.3 eV/Å
* HOMO level: -12.1 eV
* total charge: +1
* calculated total energy: -1316.18664 Ha